No. 1
C28H74N2O9 | the ωB97M-V functional and the def2-TZVPD basis

Element x y z (Å)
C -3.7407 1.4438 -2.3387
O -3.7074 0.4885 -3.4440
C -4.4721 -0.6963 -3.2436
C -4.1275 -1.8027 -4.2870
N -2.7903 -2.3900 -4.2305
C -2.5566 -3.3981 -3.2213
C -1.1751 -4.1481 -3.4146
O -0.1633 -3.3133 -2.8640
C 1.0186 -3.4762 -3.5939
H -3.4110 1.0523 -1.3651
H -4.7598 1.8948 -2.2533
H -2.9856 2.2335 -2.4801
H -5.5244 -0.4670 -3.3674
H -4.3627 -1.0589 -2.2108
H -4.3358 -1.3803 -5.2520
H -4.9166 -2.5775 -4.1613
H -2.2088 -1.5891 -4.2716
H -3.4242 -4.0852 -3.3036
H -2.5167 -3.0071 -2.1684
H -1.0037 -4.3176 -4.4702
H -1.3505 -5.0564 -2.8770
H 1.0449 -2.9008 -4.5366
H 1.3539 -4.4981 -3.8332
H 1.9003 -3.0785 -2.9748
C -4.7340 -4.0160 0.8564
C -3.5721 -3.8830 1.7804
C -2.3656 -4.5172 1.0822
O -2.7278 -5.7224 0.4919
C -1.5983 -6.3439 -0.0649
N -3.3918 -2.4580 2.1701
H -5.5431 -3.3715 1.2085
H -5.0883 -5.0540 0.7782
H -4.5148 -3.8136 -0.1939
H -3.7134 -4.5175 2.6269
H -1.5038 -4.6023 1.7727
H -2.1326 -3.8503 0.2893
H -0.7453 -6.0692 0.5898
H -1.4383 -5.8629 -1.0603
H -1.7960 -7.3976 -0.2103
H -2.7195 -2.2305 2.9689
H -2.9221 -1.9933 1.3917
C 3.1226 3.3871 1.2508
C 4.5418 3.2046 1.7498
C 5.1818 4.5362 2.1858
O 4.6035 2.4163 2.9783
H 2.5260 2.4753 1.0658
H 2.9767 3.8503 0.3233
H 2.4085 3.8911 1.9323
H 5.1296 2.6558 1.0507
H 4.4214 5.0145 2.8139
H 5.3278 5.1592 1.3063
H 6.0744 4.4646 2.7493
H 4.0927 2.9232 3.6032
C -1.5299 4.7314 1.6924
C -0.5343 4.4272 0.5709
C -1.3123 4.2046 -0.7676
O 0.3796 5.5970 0.3337
H -2.0632 3.7834 1.9174
H -2.2084 5.4383 1.2382
H -1.0106 5.0633 2.5876
H 0.1078 3.5369 0.8393
H -0.6540 3.8738 -1.5906
H -1.8031 5.1600 -1.0936
H -2.0960 3.4657 -0.5096
H 1.0086 5.6999 1.0370
C 2.0900 -0.7484 -1.1350
C 0.8947 -0.3742 -0.2268
C -0.0744 -1.4174 0.2763
O 1.3225 0.4792 0.8361
H 2.6812 0.1218 -1.1000
H 1.7250 -0.9828 -2.1048
H 2.6239 -1.5622 -0.7192
H 0.3095 0.2633 -0.8494
H -0.4611 -1.9463 -0.6084
H -0.9529 -0.9688 0.7494
H 0.4332 -2.1458 0.8832
H 1.6551 0.0568 1.7030
C -0.6502 0.4013 4.4221
C -1.5436 1.2329 3.5164
C -2.3228 2.3173 4.1769
O -0.7200 1.8081 2.5521
H 0.0198 1.0453 5.0126
H -0.0315 -0.2622 3.8517
H -1.1753 -0.1892 5.1679
H -2.2475 0.5452 2.9915
H -2.9307 2.8942 3.5075
H -1.5719 2.9711 4.6135
H -2.9478 1.9431 4.9986
H -0.1797 1.1055 2.1612
C 1.4636 2.5560 -4.6079
C 2.7771 2.7907 -3.8201
C 2.5718 3.1505 -2.3997
O 3.5980 1.6772 -3.8922
H 1.5759 2.6484 -5.6629
H 0.7327 3.3002 -4.3362
H 1.0196 1.5884 -4.3025
H 3.2562 3.5861 -4.4241
H 2.3179 4.1935 -2.3001
H 3.5404 2.9430 -1.8923
H 1.7413 2.4986 -1.9691
H 3.6315 1.3755 -4.7948
C 3.0355 -2.3300 3.3843
C 3.8959 -1.0915 3.2580
C 4.7474 -1.1477 1.9648
O 2.9524 0.0010 3.2013
H 2.4538 -2.3628 2.4586
H 2.4244 -2.2223 4.2399
H 3.6502 -3.2141 3.5164
H 4.5077 -0.9674 4.1851
H 5.3125 -0.2329 1.8358
H 4.0394 -1.1928 1.2001
H 5.3708 -2.0405 1.8901
H 3.4692 0.7767 3.0122

Calculated values
**Charge**: 0
**Energy relative to the best compared isomer or geometry (same formula, charge and spin)**: 0.000 eV
**Lowest unoccupied orbital energy**: 0.64 eV
**Structure (SMILES)**: COC[C@H](C)N.COCCNCCOC.CC(C)O.CC(C)O.CC(C)O.CC(C)O.CC(C)O.CC(C)O
**HOMO-LUMO gap**: 0.3408 hartree

No. 2
C3H2F5N4 | the ωB97M-V functional and the def2-TZVPD basis

Element x y z (Å)
F 2.4786 -0.0321 1.4464
C 1.9131 -0.6266 0.4216
F 1.0743 -1.5773 0.8642
F 2.8261 -1.1832 -0.3419
C 1.0707 0.4114 -0.4092
F 1.5913 1.6304 -0.2972
F 1.0476 0.0232 -1.7105
C -0.3805 0.4439 0.0449
N -0.8872 1.0087 1.1385
N -2.1869 0.8199 1.1092
N -2.4644 0.0940 0.0702
N -1.3654 -0.1447 -0.6396
H -3.4029 -0.2126 -0.1780
H -1.3144 -0.6548 -1.5185

Calculated values
**Charge**: +1
**Lowest unoccupied orbital energy**: -5.83 eV
**Structure (SMILES)**: FC(F)(F)C(F)(F)c1nn[nH][nH+]1
**HOMO-LUMO gap**: 0.4276 hartree

No. 3
C2H6O2Si | the ωB97M-V functional and the def2-TZVPD basis

Element x y z (Å)
C 0.8876 -1.1151 -1.0998
C -0.0400 1.7422 0.6260
O -0.4303 -0.5207 -1.4262
O -1.1072 -1.4608 1.5095
Si -0.0277 -0.0525 0.0928
H 0.8455 -2.1920 -1.0422
H 1.6558 -0.7365 -1.7615
H 0.8101 2.2660 0.1912
H -0.9512 2.2255 0.2826
H 0.0059 1.8263 1.7058
H -1.6484 -1.9823 0.9219

Calculated values
**Charge**: 0
**Energy relative to the best compared isomer or geometry (same formula, charge and spin)**: 2.539 eV
**Lowest unoccupied orbital energy**: 0.25 eV
**HOMO-LUMO gap**: 0.3681 hartree

No. 4
C22H45CoN2OP3 | the ωB97M-V functional and the def2-TZVPD basis

Element x y z (Å)
Co 0.2252 -0.3101 0.1042
P -1.6055 -1.6655 -0.0322
P 1.1326 -1.0589 2.1427
P 1.8939 -1.7992 -0.8128
H -0.5428 4.4333 -0.8383
C -0.9658 4.2339 -1.8315
C -2.1448 3.6247 -1.9648
H -2.7256 3.2770 -1.1027
C -2.9116 -0.9597 1.0005
C -1.1451 -3.2639 0.7489
C -2.6120 -2.2431 -1.4480
C 2.7122 -0.1575 2.4503
C 0.0702 -0.5749 3.5768
C 1.5887 -2.7645 2.7723
C 1.0908 -2.6730 -2.2595
C 2.8768 -3.2559 -0.1524
C 3.3152 -0.8672 -1.5086
H -0.4535 4.6215 -2.7140
H -2.6545 3.5573 -2.9253
H -3.4444 -0.2199 0.3833
H -2.4783 -0.4596 1.8818
H -3.6116 -1.7517 1.3135
H -0.8229 -3.1095 1.7923
H -0.3344 -3.7657 0.1916
H -2.0501 -3.8938 0.7167
H -3.1558 -1.3867 -1.8820
H -3.3553 -2.9523 -1.0379
H -1.9879 -2.7086 -2.2287
H 3.2406 -0.6073 3.3067
H 2.5107 0.9087 2.6398
H 3.3580 -0.2241 1.5613
H 0.3468 -1.1713 4.4635
H -0.9861 -0.7679 3.3493
H 0.1707 0.4967 3.7969
H 2.6342 -2.7504 3.1285
H 1.5054 -3.5077 1.9712
H 0.9018 -3.0633 3.5842
H 1.4320 -3.7197 -2.3458
H 1.2847 -2.1931 -3.2363
H -0.0039 -2.6390 -2.1519
H 3.4024 -3.7538 -0.9858
H 2.2421 -4.0219 0.3120
H 3.6227 -2.9401 0.5989
H 3.7518 -1.4170 -2.3574
H 4.0984 -0.7563 -0.7490
H 3.0378 0.1366 -1.8526
C -1.9485 0.4992 -2.8521
C -0.9090 0.9709 -1.8764
C 0.4242 1.1128 -2.4071
C 0.8097 0.4105 -3.5300
C -0.1272 -0.3505 -4.2556
C -1.4461 -0.3693 -3.8746
O -3.1508 0.6662 -2.6137
H -1.2166 -0.0251 -1.0143
H -1.2188 1.7527 -1.1998
H 1.1073 1.7810 -1.8828
H 1.8320 0.4273 -3.8943
H 0.1569 -0.9491 -5.1333
H -2.1635 -1.0740 -4.3045
C 1.6555 4.1151 2.8166
C 0.6216 3.2911 2.1794
C -0.7536 3.3459 2.2355
C -1.2399 2.3815 1.3497
N -0.1801 1.6441 0.8756
N 0.9325 2.2859 1.3497
C -2.6697 2.2648 1.0067
H 1.4488 5.1627 2.5648
H 1.5807 3.9937 3.9042
H 2.6789 3.8839 2.4911
H -1.3306 4.0692 2.7916
H 1.8675 2.0676 1.0191
H -3.1360 1.5003 1.6470
H -3.1981 3.2070 1.2867
H -2.8809 2.0189 -0.0490

Calculated values
**Charge**: +3
**Energy relative to the best compared isomer or geometry (same formula, charge and spin)**: 0.223 eV
**Lowest unoccupied orbital energy (alpha / beta)**: -10.45 / -12.64 eV
**Spin multiplicity**: 5
**HOMO-LUMO gap (alpha / beta)**: 0.2561 / 0.1797 hartree

No. 5
C7H18N2 | the ωB97M-V functional and the def2-TZVPD basis

Element x y z (Å)
C -1.4596 0.2376 -0.3387
C -1.9907 1.4459 -1.0905
C -1.3844 0.4050 1.1328
C -2.1102 -1.0621 -0.7854
H -0.2466 0.1405 -0.6287
H -1.8839 1.3158 -2.1678
H -1.4622 2.3523 -0.7950
H -3.0505 1.6029 -0.8771
H -0.2972 0.0787 1.4189
H -2.1331 -0.1556 1.6844
H -1.3881 1.4392 1.4711
H -1.6952 -1.9094 -0.2405
H -3.1870 -1.0408 -0.6020
H -1.9560 -1.2331 -1.8512
C 1.6155 -1.3679 -1.1663
C 1.6018 0.1507 0.8565
N 1.9197 -0.9340 1.6936
N 1.8634 1.4293 1.4152
C 1.4266 -0.0238 -0.5034
H 2.5281 -1.6250 1.2811
H 2.2317 -0.6647 2.6161
H 1.6368 2.1975 0.8012
H 2.7840 1.5409 1.8209
H 1.6464 0.8337 -1.1279
H 1.2955 -1.3261 -2.2069
H 2.6660 -1.6923 -1.1586
H 1.0291 -2.1352 -0.6520

Calculated values
**Charge**: 0
**Energy relative to the best compared isomer or geometry (same formula, charge and spin)**: 2.037 eV
**Lowest unoccupied orbital energy**: 0.81 eV
**Structure (SMILES)**: CC=C(N)N.CC(C)C
**HOMO-LUMO gap**: 0.2898 hartree

No. 6
C44H42ClN2O4S2SbSiZr | the ωB97M-V functional and the def2-TZVPD basis

Element x y z (Å)
Zr -0.0101 -0.5280 0.0793
C -2.3505 -4.3054 0.8974
C -1.3932 -3.1525 0.8916
N -1.3665 -2.3213 -0.0947
N -2.1806 -2.6087 -1.1897
C -1.6408 -2.1922 -2.2886
S -0.1645 -1.2990 -2.4749
S -2.4861 -2.5333 -3.8040
C -3.3429 -4.0917 -3.4124
C -2.5036 -5.3152 -3.6538
C -1.4005 -5.5891 -2.8457
C -0.6224 -6.7116 -3.0733
C -0.9351 -7.5797 -4.1127
C -2.0282 -7.3145 -4.9211
C -2.8056 -6.1860 -4.6922
C -0.3145 -3.0846 1.9037
C -0.4876 -3.6109 3.1938
C 0.5607 -3.7519 4.0730
C 1.8505 -3.4126 3.6562
C 2.0664 -2.8997 2.3986
C 0.9949 -2.6844 1.5245
O 1.2279 -2.0944 0.3504
H -1.9631 -5.0880 0.2403
H -3.3172 -4.0006 0.5040
H -2.4596 -4.7275 1.8919
H -4.2353 -4.0997 -4.0378
H -3.6566 -4.0153 -2.3733
H -1.1433 -4.9086 -2.0435
H 0.2347 -6.9076 -2.4416
H -0.3257 -8.4560 -4.2915
H -2.2782 -7.9839 -5.7342
H -3.6583 -5.9808 -5.3293
H -1.4815 -3.9030 3.5089
H 0.3887 -4.1387 5.0677
H 2.6885 -3.5490 4.3285
H 3.0541 -2.6154 2.0627
Cl -0.9540 3.0532 6.6947
C -0.5260 2.0965 5.3075
C 0.7792 1.5725 5.2146
C 1.1746 0.8429 4.1262
C 0.2717 0.6186 3.0606
O 0.6607 -0.0079 2.0010
C -1.0506 1.1052 3.1897
C -2.0218 0.8060 2.1995
O -1.8240 0.1595 1.1524
C -1.4351 1.8584 4.3214
H 1.4739 1.7632 6.0226
H 2.1794 0.4506 4.0371
H -3.0443 1.1633 2.3743
H -2.4412 2.2534 4.3898
C -2.2650 1.5010 -3.8949
Sb -2.2700 1.4736 -1.7652
C -3.2537 3.3734 -1.5469
C -4.1216 0.4093 -1.5881
H -3.1722 1.9954 -4.2424
H -2.2302 0.4811 -4.2727
H -1.3923 2.0358 -4.2679
H -4.0915 3.3920 -2.2442
H -2.5797 4.1991 -1.7673
H -3.6236 3.4958 -0.5289
H -4.8842 0.9212 -2.1757
H -4.4263 0.3886 -0.5412
H -4.0149 -0.6156 -1.9396
O 0.9558 1.0173 -0.6980
Si 1.7994 2.3407 -0.2076
C 3.1821 1.8509 0.9665
C 3.5910 0.5283 1.1390
C 4.6419 0.1994 1.9851
C 5.3119 1.1957 2.6812
C 4.9376 2.5213 2.5102
C 3.8886 2.8393 1.6591
C 0.7026 3.5848 0.6600
C -0.1236 4.4127 -0.1083
C -0.9233 5.3838 0.4761
C -0.9036 5.5562 1.8541
C -0.0911 4.7504 2.6380
C 0.7030 3.7780 2.0433
C 2.5936 3.1249 -1.6985
C 2.8373 2.3555 -2.8381
C 3.5393 2.8769 -3.9164
C 4.0116 4.1805 -3.8706
C 3.7725 4.9639 -2.7496
C 3.0683 4.4384 -1.6763
H 3.0926 -0.2719 0.6039
H 4.9437 -0.8351 2.0954
H 6.1279 0.9424 3.3466
H 5.4658 3.3083 3.0339
H 3.6172 3.8837 1.5407
H -0.1340 4.3030 -1.1887
H -1.5558 6.0096 -0.1411
H -1.5110 6.3262 2.3134
H -0.0708 4.8815 3.7134
H 1.3372 3.1647 2.6727
H 2.4675 1.3371 -2.8859
H 3.7179 2.2658 -4.7922
H 4.5621 4.5883 -4.7091
H 4.1333 5.9843 -2.7142
H 2.8799 5.0682 -0.8124

Calculated values
**Charge**: 0
**Energy relative to the best compared isomer or geometry (same formula, charge and spin)**: 0.617 eV
**Lowest unoccupied orbital energy**: -0.91 eV
**HOMO-LUMO gap**: 0.2549 hartree

No. 7
C6H10 | the ωB97M-V functional and the def2-TZVPD basis

Element x y z (Å)
C 0.9742 -0.1292 -1.6552
C -0.1943 0.6554 -1.0678
C -1.0980 -0.1927 -0.1661
C -0.3263 -2.0441 1.0635
C -0.3692 -0.7394 1.0583
C 0.2124 0.1908 2.0878
H 1.6238 -0.5264 -0.8681
H 1.5798 0.4993 -2.3169
H 0.6137 -0.9859 -2.2363
H -0.8095 1.0638 -1.8795
H 0.1802 1.5210 -0.5060
H -1.9496 0.4043 0.1865
H -1.5133 -1.0249 -0.7502
H -0.5644 0.8663 2.4633
H 0.6294 -0.3624 2.9325
H 1.0110 0.8041 1.6542

Calculated values
**Charge**: 0
**Energy relative to the best compared isomer or geometry (same formula, charge and spin)**: 3.261 eV
**Lowest unoccupied orbital energy**: 0.07 eV
**HOMO-LUMO gap**: 0.3579 hartree

No. 8
C17H42NO8P2 | the ωB97M-V functional and the def2-TZVPD basis

Element x y z (Å)
C 2.5726 1.5198 0.1603
C 2.3165 0.5521 1.4260
C 0.8818 0.8748 2.0110
C 2.5139 -0.9325 0.9442
C 2.4782 -2.0174 2.1146
N 3.8585 -2.5167 2.3747
H 2.8096 0.8410 -0.7118
H 1.6449 2.0802 -0.1423
H 3.4103 2.2327 0.3789
H 3.0988 0.8304 2.1856
H 0.3451 -0.0115 2.4428
H 0.2087 1.3635 1.2431
H 1.0151 1.6633 2.8151
H 1.8053 -1.2148 0.1026
H 3.5547 -0.9986 0.5020
H 2.0901 -1.5603 3.0678
H 1.8908 -2.9456 1.8262
H 4.2287 -2.0268 3.2041
O 0.3834 3.5379 -3.5420
P 1.2811 4.0937 -4.6457
O 2.7446 3.9566 -3.8867
C 3.3134 2.6595 -3.7504
C 3.8615 2.1491 -5.0720
O 0.9992 5.7060 -4.3805
C -0.1819 6.1443 -3.7187
C 0.0889 6.3739 -2.2442
O 2.0881 4.5843 -6.0785
C 1.4550 4.2028 -7.3047
C 0.0902 4.8482 -7.4668
H 2.5741 1.9634 -3.3424
H 4.1257 2.7396 -3.0258
H 3.0492 1.9468 -5.7786
H 4.4205 1.2230 -4.9261
H 4.5152 2.8912 -5.5340
H -1.0041 5.4440 -3.8746
H -0.4799 7.0900 -4.1825
H 0.5187 5.4904 -1.7712
H -0.8303 6.6403 -1.7177
H 0.8124 7.1823 -2.1145
H 1.3713 3.1117 -7.3445
H 2.1117 4.5158 -8.1192
H -0.6105 4.4848 -6.7074
H -0.3295 4.6212 -8.4490
H 0.1581 5.9311 -7.3497
O -1.5297 -3.1568 3.4690
P -2.6247 -4.1423 3.8820
O -2.0625 -5.4870 3.0922
C -0.9283 -6.1531 3.6271
C -1.2778 -6.9381 4.8804
O -3.7757 -3.6789 2.7788
C -3.7501 -2.3801 2.1991
C -3.0628 -2.4134 0.8476
O -3.8597 -5.1094 4.5921
C -4.2784 -4.7066 5.8977
C -4.9120 -3.3264 5.8941
H -0.1293 -5.4332 3.8308
H -0.5672 -6.8373 2.8564
H -1.5288 -6.2631 5.7050
H -0.4354 -7.5578 5.1954
H -2.1461 -7.5772 4.7089
H -3.2841 -1.6576 2.8715
H -4.7905 -2.0647 2.0676
H -2.0664 -2.8511 0.9133
H -2.9759 -1.4071 0.4312
H -3.6323 -3.0324 0.1494
H -3.4196 -4.7335 6.5775
H -5.0033 -5.4454 6.2478
H -4.1802 -2.5578 5.6253
H -5.3106 -3.0821 6.8816
H -5.7185 -3.2731 5.1607

Calculated values
**Charge**: -1
**Lowest unoccupied orbital energy**: 0.43 eV
**HOMO-LUMO gap**: 0.0604 hartree

No. 9
C3H8N2OS3 | the ωB97M-V functional and the def2-TZVPD basis

Element x y z (Å)
C 0.9302 0.7798 -0.5359
C 1.2543 -0.6593 -0.1444
C -0.4300 1.2667 0.0604
N -1.6614 -0.5628 0.5913
N -1.6221 0.4725 -0.1164
O -0.3994 1.3480 1.4500
S -2.6869 0.7519 -1.3176
S 2.8289 -0.9709 -0.9496
S -2.8855 -1.6287 0.2259
H 1.5641 1.5562 -0.1435
H 0.9134 0.8303 -1.5659
H 1.2977 -0.5738 0.8743
H 0.3863 -1.2386 -0.4465
H -0.7550 2.1808 -0.3277
H 0.4805 1.1767 1.6684
H 3.2284 -2.0550 -0.2285
H -2.4436 -2.6737 0.9058

Calculated values
**Charge**: 0
**Energy relative to the best compared isomer or geometry (same formula, charge and spin)**: 0.024 eV
**Lowest unoccupied orbital energy (alpha / beta)**: -0.21 / -0.21 eV
**HOMO-LUMO gap (alpha / beta)**: 0.3068 / 0.3069 hartree

No. 10
C18H33N2O5S | the ωB97M-V functional and the def2-TZVPD basis

Element x y z (Å)
C 0.9939 -4.3378 -2.2864
C -0.3667 -3.4512 -1.9169
C 0.0197 -1.8595 -2.1445
C -1.2127 -0.8174 -1.8541
C -0.9430 0.1786 -0.5387
C -1.5052 1.7089 -0.7860
C -2.7579 2.5194 -0.0557
C -3.7167 1.9582 1.1514
C -2.8597 1.9224 2.5711
C -2.3941 3.4331 3.0842
O -1.6253 1.1193 2.5000
N -2.9618 3.9275 -0.6371
S -4.1995 5.1274 -0.1897
C -1.8744 4.1137 -1.7057
N -1.0575 2.8067 -1.7313
C 0.1473 2.4598 -2.5780
C 1.4787 2.6895 -1.5924
O 1.0813 3.6340 -0.5215
C 2.2508 4.1679 0.1959
C 2.7378 3.1016 1.3765
H 1.1456 -5.2155 -1.4997
H 0.9229 -4.8487 -3.3548
H 1.9114 -3.6160 -2.1883
H -1.2100 -3.8453 -2.6272
H -0.6261 -3.7158 -0.7908
H 0.3508 -1.7701 -3.2808
H 0.9519 -1.5985 -1.4466
H -2.1724 -1.4797 -1.6036
H -1.4928 -0.1765 -2.8033
H 0.2134 0.2208 -0.2477
H -1.4821 -0.3797 0.3677
H -4.2215 0.9233 0.8851
H -4.6196 2.7111 1.3501
H -3.5565 1.4130 3.3666
H -1.2186 3.5013 2.8936
H -2.5328 3.5333 4.2449
H -2.8986 4.2817 2.4560
H -1.1430 1.0897 3.3785
H -3.5621 6.2959 0.2660
H -1.6532 5.0320 -2.4009
H 0.1621 1.3498 -2.9484
H 0.3226 3.1694 -3.5003
H 1.7912 1.6839 -1.0316
H 2.3570 3.1124 -2.2693
H 1.8848 5.1337 0.7931
H 3.1423 4.4979 -0.5091
H 2.2501 2.0540 1.1502
H 3.9092 3.0825 1.4234
H 2.3494 3.4890 2.4360
C 1.7887 -6.5324 1.6452
C 3.0648 -6.6145 2.4184
O 4.0544 -6.6672 1.4084
C 3.5118 -6.1009 0.2911
O 4.1411 -5.8271 -0.7173
O 2.1741 -5.8801 0.4498
H 1.0202 -5.9581 2.1698
H 1.3869 -7.5199 1.3953
H 3.2371 -5.7270 3.0364
H 3.1104 -7.5038 3.0530

Calculated values
**Charge**: +1
**Lowest unoccupied orbital energy**: -3.52 eV
**HOMO-LUMO gap**: 0.3049 hartree